# 1
A single C3H6O molecule, computed with ωB97M-V with the def2-TZVPD basis set.

Structure (ORCA input):
```
! RIJCOSX wB97M-V def2-TZVPD def2/J DEFGRID3
* xyz 0 1
C -1.413 0.142 0.270
C 0.263 -0.310 0.640
O -0.092 0.889 1.020
C 1.367 -0.273 -0.402
H -1.788 1.138 -0.001
H -1.349 -0.420 -0.673
H -2.012 -0.357 1.022
H 1.357 -1.162 -1.039
H 1.362 0.646 -1.005
H 2.306 -0.294 0.168
*
```

Values from the calculation:
Molecular weight   58.080 g mol⁻¹
HOMO energy   -7.76 eV
E_tot   -192.96249 a.u.
LUMO energy   0.026 Ha
Kohn-Sham gap   8.474 eV


# 2
A molecular structure, C2HBr2ClO, computed with ωB97M-V with the def2-TZVPD basis set.

Structure (ORCA input):
```
! RIJCOSX wB97M-V def2-TZVPD def2/J DEFGRID3
* xyz 0 1
C -0.421 0.000 -0.801
C 0.248 0.000 0.547
O 0.109 0.001 -1.856
Cl -2.174 0.000 -0.639
Br 1.346 1.599 0.685
Br 1.345 -1.600 0.685
H -0.454 0.000 1.380
*
```

Values from the calculation:
Molecular weight   236.290 g mol⁻¹
HOMO energy   -10.79 eV
E_tot   -5760.26617 a.u.
LUMO energy   -0.014 Ha
Kohn-Sham gap   10.408 eV


# 3
12 unconnected molecules or ions with the total composition C4H32NO12 in a non-equilibrium geometry, computed with ωB97M-V with the def2-TZVPD basis set.

Structure (ORCA input):
```
! RIJCOSX wB97M-V def2-TZVPD def2/J DEFGRID3
* xyz -1 1
C 2.809 1.485 0.295
O 1.728 0.954 1.034
C 2.417 2.129 -0.989
C 1.114 3.060 -1.111
C 0.188 2.972 -2.275
N -0.751 1.847 -2.164
H 3.373 2.126 0.968
H 3.547 0.687 0.105
H 3.163 2.748 -1.459
H 2.283 1.394 -1.813
H 0.646 3.027 -0.085
H 1.444 4.131 -1.085
H 0.780 3.024 -3.191
H -0.423 3.902 -2.436
H -0.327 1.111 -1.591
H -0.672 1.328 -3.024
H -1.464 -3.862 0.239
H -0.492 -4.600 0.875
O -1.412 -4.363 1.074
H 1.345 0.185 0.526
H 1.725 -1.600 0.605
O 0.876 -1.435 0.180
H 1.567 -1.744 -2.518
H 0.815 -1.424 -1.149
O 0.875 -1.133 -2.228
H -1.630 2.378 -0.045
H -0.927 1.173 0.528
O -1.738 1.687 0.622
H -2.042 -0.021 2.868
H -0.858 -0.789 3.280
O -1.445 -0.088 3.627
H 0.382 -3.446 -0.879
H 0.000 -4.153 -2.110
O 0.176 -4.347 -1.176
H -3.123 1.795 1.904
H -2.256 1.704 3.279
O -3.119 1.797 2.870
H 1.641 1.694 3.966
H 2.377 1.186 2.686
O 2.479 1.362 3.638
H -1.679 -2.325 -2.084
H -0.373 -1.980 -2.882
O -1.127 -2.633 -2.819
H -3.740 -1.509 -0.192
H -2.353 -1.527 0.320
O -2.868 -1.809 -0.478
H -1.454 -2.664 1.750
H -0.330 -1.691 0.938
O -1.149 -1.743 1.607
*
```

Values from the calculation:
Molecular weight   286.295 g mol⁻¹
HOMO energy   -7.25 eV
E_tot   -1129.28989 a.u.
LUMO energy   0.103 Ha
Kohn-Sham gap   10.044 eV